Record 1
Here is C4H8N2 in the gas phase in a non-equilibrium geometry from the OMol25 dataset. Energies are from wB97M-V/def2-TZVPD.

```
! wB97M-V def2-TZVPD RIJCOSX def2/J DEFGRID3
* xyz 0 1
C 0.124 0.903 1.867
C -0.427 -0.193 0.972
N -0.303 0.381 -0.451
C -0.467 -0.666 -1.486
C 0.784 -1.406 -1.681
N 1.770 -1.978 -1.872
H -0.498 1.815 1.868
H 1.165 1.238 1.648
H 0.124 0.542 2.901
H 0.287 -1.034 0.978
H -1.087 1.027 -0.526
H 0.549 0.938 -0.680
H -0.777 -0.239 -2.446
H -1.243 -1.328 -1.091
*
```

Output
LUMO energy ... 0.31 eV
HOMO ... -6.9 eV
Energy above the lowest of the compared OMol25 structures with the same formula, charge and spin ... 81.36 kcal/mol
Gap between HOMO and LUMO ... 7.21 eV

Record 2
Here is C5H7N as an isolated structure in a non-equilibrium geometry from the OMol25 dataset. Energies are from wB97M-V/def2-TZVPD.

```
! wB97M-V def2-TZVPD RIJCOSX def2/J DEFGRID3
* xyz 0 1
C -1.424 -0.635 0.191
C -0.262 0.047 -0.527
C 1.205 0.455 0.288
C 1.038 -0.716 -0.563
C -0.364 1.487 -0.380
N -0.762 2.547 -0.085
H -1.139 -0.937 1.205
H -2.261 0.065 0.248
H -1.789 -1.531 -0.333
H 1.199 0.419 1.366
H 1.811 1.255 -0.141
H 0.975 -1.629 0.034
H 1.635 -0.812 -1.459
*
```

Output
LUMO energy ... 0.90 eV
HOMO ... -8.7 eV
Energy above the lowest of the compared OMol25 structures with the same formula, charge and spin ... 76.86 kcal/mol
Gap between HOMO and LUMO ... 9.56 eV

Record 3
Here is a 2-piece molecular cluster, F3NOS2 overall in a non-equilibrium geometry from the OMol25 dataset. Energies are from wB97M-V/def2-TZVPD.

```
! wB97M-V def2-TZVPD RIJCOSX def2/J DEFGRID3
* xyz 0 1
N 0.689 -1.470 0.422
O -0.373 1.033 0.088
F 2.927 -0.963 1.764
F -2.204 1.706 -1.528
F -0.761 -0.156 -1.901
S 1.324 -0.390 1.145
S -1.459 0.460 -0.635
*
```

Output
LUMO energy ... -1.40 eV
HOMO ... -11.4 eV
Energy above the lowest of the compared OMol25 structures with the same formula, charge and spin ... 11.00 kcal/mol
Gap between HOMO and LUMO ... 10.01 eV

Record 4
Here is a 2-piece molecular cluster, C6H9N2O2 overall in a non-equilibrium geometry from the OMol25 dataset. Energies are from wB97M-V/def2-TZVPD.

```
! wB97M-V def2-TZVPD RIJCOSX def2/J DEFGRID3
* xyz 0 2
C -0.696 -1.294 -2.613
C 0.236 -2.276 -1.870
O 0.869 -1.830 -0.859
O 0.412 -3.344 -2.450
H -0.520 -0.230 -2.369
H -1.771 -1.403 -2.543
H -0.448 -1.353 -3.674
C -1.384 2.940 2.402
C 1.271 0.815 1.290
C -0.743 1.189 0.585
C -0.452 2.003 1.752
N 0.314 0.441 0.382
N 0.766 1.685 2.173
H 0.347 -0.329 -0.345
H 2.253 0.404 1.460
H -1.656 1.010 0.041
H -1.312 3.900 1.891
H -1.083 3.177 3.426
H -2.390 2.559 2.514
*
```

Output
<S²> ... 0.764
LUMO energy (alpha / beta) ... -0.16 / -4.25 eV
HOMO (alpha / beta) ... -7.8 / -7.8 eV
Energy above the lowest of the compared OMol25 structures with the same formula, charge and spin ... 29.18 kcal/mol
Gap between HOMO and LUMO (alpha / beta) ... 7.66 / 3.58 eV

Record 5
Here is C32H38BrN3OOsSb as an isolated structure in a non-equilibrium geometry from the OMol25 dataset. Energies are from wB97M-V/def2-TZVPD.

```
! wB97M-V def2-TZVPD RIJCOSX def2/J DEFGRID3
* xyz 3 5
Os -0.474 -1.431 1.225
C -2.524 0.418 -0.935
C -2.172 -0.977 -1.307
C -2.633 -1.547 -2.511
C -2.459 -2.918 -2.725
C -1.679 -3.685 -1.834
C -1.236 -3.091 -0.679
N -1.492 -1.773 -0.453
Sb 0.040 -4.025 0.859
C -1.557 -3.649 2.253
C -2.211 -4.538 3.025
C -3.101 -4.071 4.072
C -3.332 -2.702 4.180
C -2.706 -1.782 3.263
C -2.811 -0.275 3.446
N -1.887 -2.301 2.300
C 1.463 -2.737 2.229
C 2.793 -2.976 2.572
C 3.544 -2.069 3.284
C 2.884 -0.905 3.784
C 1.490 -0.747 3.611
C 0.648 0.209 4.358
N 0.826 -1.680 2.815
H -2.129 1.101 -1.702
H -3.622 0.508 -0.815
H -2.049 0.721 0.020
H -2.974 -0.882 -3.270
H -2.839 -3.322 -3.656
H -1.360 -4.696 -2.024
H -2.030 -5.590 2.925
H -3.592 -4.789 4.756
H -4.080 -2.221 4.856
H -2.783 0.159 2.424
H -3.793 -0.056 3.900
H -1.983 0.007 4.115
H 3.252 -3.854 2.144
H 4.632 -2.183 3.356
H 3.460 -0.079 4.210
H 1.193 0.530 5.236
H 0.187 1.001 3.761
H -0.146 -0.431 4.751
C 1.463 3.681 -4.389
C 1.221 2.187 -4.574
C 2.408 1.534 -5.308
C -0.094 1.986 -5.432
C 1.150 1.487 -3.213
C 1.511 0.130 -3.093
C 1.662 -0.399 -1.858
Br 2.741 -1.952 -1.593
C 1.135 0.229 -0.697
O 1.157 -0.448 0.467
C 0.733 1.594 -0.755
C 0.703 2.139 -2.012
C 0.741 2.428 0.516
C 0.485 3.963 0.174
C -0.352 2.013 1.527
C 2.114 2.377 1.206
H 1.750 4.166 -5.350
H 2.305 3.866 -3.716
H 0.569 4.111 -3.928
H 2.503 2.007 -6.314
H 2.222 0.484 -5.555
H 3.383 1.614 -4.765
H -0.013 2.480 -6.412
H -0.929 2.441 -4.896
H -0.248 0.935 -5.641
H 1.821 -0.443 -3.959
H 0.293 3.114 -2.107
H -0.592 4.071 -0.035
H 1.090 4.290 -0.675
H 0.734 4.601 1.023
H -1.396 2.255 1.271
H -0.129 2.487 2.495
H -0.379 0.922 1.655
H 2.848 2.866 0.613
H 2.452 1.332 1.269
H 2.181 2.782 2.242
*
```

Output
<S²> ... 6.052
LUMO energy (alpha / beta) ... -9.16 / -11.27 eV
HOMO (alpha / beta) ... -17.1 / -17.5 eV
Energy above the lowest of the compared OMol25 structures with the same formula, charge and spin ... 0.00 kcal/mol
Gap between HOMO and LUMO (alpha / beta) ... 7.98 / 6.25 eV

Record 6
Here is C12H23F3NO2P2Pb as an isolated structure in a non-equilibrium geometry from the OMol25 dataset. Energies are from wB97M-V/def2-TZVPD.

```
! wB97M-V def2-TZVPD RIJCOSX def2/J DEFGRID3
* xyz 3 1
Pb 1.980 0.345 0.984
P -0.571 1.693 1.740
C -2.163 1.231 1.045
C -2.160 0.301 -0.028
N -0.968 -0.263 -0.449
C -0.783 -0.309 -1.779
C -1.780 -0.116 -2.731
C -3.062 0.149 -2.275
C -3.287 0.241 -0.912
C 0.616 -0.511 -2.336
P 1.919 -1.191 -1.253
H -4.273 0.400 -0.487
H -1.497 -0.072 -3.793
H -3.867 0.282 -2.981
H 0.634 -1.139 -3.232
H 1.069 0.431 -2.678
H -2.615 -2.319 2.589
H -3.046 1.084 1.672
H -0.088 -3.049 1.989
O -1.891 -2.411 3.220
H -2.156 -1.971 4.048
H 0.811 -1.644 1.696
O 0.809 -2.704 1.890
H 1.322 -2.782 2.704
C 1.318 -2.905 -1.040
H 1.183 -3.352 -2.038
H 2.059 -3.505 -0.482
H 0.336 -2.912 -0.532
C 3.410 -1.422 -2.283
H 4.249 -1.759 -1.654
H 3.242 -2.157 -3.089
H 3.692 -0.458 -2.730
C -0.492 3.274 0.843
H -1.372 3.862 1.114
H 0.416 3.859 0.998
H -0.577 3.059 -0.224
C -0.795 2.132 3.522
H 0.082 2.675 3.906
H -1.684 2.757 3.672
H -0.879 1.226 4.143
F 1.645 2.482 -1.416
C 2.609 2.170 -0.454
F 3.792 1.948 -1.138
F 2.813 3.350 0.239
*
```

Output
LUMO energy (alpha / beta) ... -12.88 / -12.88 eV
HOMO (alpha / beta) ... -18.5 / -18.5 eV
Energy above the lowest of the compared OMol25 structures with the same formula, charge and spin ... 0.00 kcal/mol
Gap between HOMO and LUMO (alpha / beta) ... 5.66 / 5.66 eV

Record 7
Here is C20H25NO2 in the gas phase from the OMol25 dataset. Energies are from wB97M-V/def2-TZVPD.

```
! wB97M-V def2-TZVPD RIJCOSX def2/J DEFGRID3
* xyz 0 1
C 0.607 -1.751 3.618
O 1.503 -1.781 2.536
C 0.991 -1.730 1.260
C -0.365 -1.593 0.990
C -0.839 -1.490 -0.303
C 0.033 -1.513 -1.382
C 1.380 -1.699 -1.118
C 1.882 -1.812 0.175
O 3.240 -1.960 0.231
C 3.869 -2.415 1.407
H 4.902 -2.613 1.119
H 3.849 -1.663 2.198
H 3.413 -3.337 1.776
H 2.098 -1.757 -1.922
C -0.480 -1.334 -2.782
H -1.210 -2.119 -2.994
H 0.336 -1.436 -3.499
C -1.191 0.026 -2.982
N -0.364 1.187 -3.247
C 0.152 1.224 -4.598
H -0.668 1.080 -5.301
H 0.922 0.462 -4.798
H 0.593 2.204 -4.781
C 0.706 1.428 -2.290
C 0.267 1.488 -0.861
C -0.889 1.995 -0.442
C -1.357 2.016 0.937
C -2.708 2.260 1.189
C -3.205 2.261 2.478
C -2.358 2.033 3.550
C -1.011 1.804 3.317
C -0.515 1.791 2.028
H 0.537 1.617 1.866
H -0.343 1.644 4.152
H -2.742 2.039 4.559
H -4.256 2.446 2.650
H -3.374 2.443 0.358
H -1.579 2.395 -1.175
H 0.975 1.074 -0.158
H 1.148 2.398 -2.556
H 1.507 0.676 -2.382
H -1.781 0.237 -2.087
H -1.883 -0.058 -3.825
H -1.901 -1.383 -0.462
H -1.072 -1.546 1.802
H 0.022 -0.826 3.634
H -0.071 -2.610 3.605
H 1.231 -1.801 4.510
*
```

Output
LUMO energy ... 0.82 eV
HOMO ... -7.8 eV
SMILES ... COc1ccc(CCN(C)C/C=C/c2ccccc2)cc1OC
Energy above the lowest of the compared OMol25 structures with the same formula, charge and spin ... 58.25 kcal/mol
Gap between HOMO and LUMO ... 8.62 eV

Record 8
Here is a 2-piece molecular cluster, C5H8N overall in a non-equilibrium geometry from the OMol25 dataset. Energies are from wB97M-V/def2-TZVPD.

```
! wB97M-V def2-TZVPD RIJCOSX def2/J DEFGRID3
* xyz 1 1
C -0.903 -1.111 -0.606
C -2.050 0.542 0.185
C 0.161 0.784 0.206
C -0.848 0.379 -0.837
C 2.709 -0.002 0.143
N -0.809 -0.268 0.510
H -1.843 -1.567 -0.931
H -0.074 -1.675 -0.986
H -2.074 1.556 0.681
H -2.952 -0.097 0.121
H 0.240 1.526 0.918
H 2.882 -0.523 1.053
H 3.078 1.113 0.190
H 2.481 -0.658 -0.647
*
```

Output
LUMO energy (alpha / beta) ... -4.62 / -5.42 eV
HOMO (alpha / beta) ... -14.3 / -13.7 eV
Energy above the lowest of the compared OMol25 structures with the same formula, charge and spin ... 205.00 kcal/mol
Gap between HOMO and LUMO (alpha / beta) ... 9.70 / 8.24 eV